{
  "formula": "C26H28IN8O2S3V",
  "method": "ωB97M-V/def2-TZVPD",
  "spin_multiplicity": 3,
  "gap_ha": [0.276, 0.276],
  "charge": 2,
  "e_lumo_ev": [-5.7, -5.7],
  "e_above_lowest_kj_mol": 9.6,
  "species": ["V", "C", "C", "C", "C", "C", "C", "C", "S", "O", "O", "N", "C", "C", "C", "C", "C", "C", "C", "C", "N", "C", "H", "H", "H", "H", "H", "H", "H", "H", "H", "H", "H", "H", "H", "I", "C", "C", "N", "N", "C", "H", "H", "H", "N", "C", "N", "S", "H", "H", "H", "H", "C", "C", "C", "C", "N", "C", "S", "N", "C", "H", "H", "H", "H", "H", "H", "H", "H"],
  "coordinates": [[-0.71, 0.04, -0.08], [3.31, 6.39, -2.30], [2.53, 5.40, -1.48], [2.25, 5.64, -0.14], [1.51, 4.74, 0.61], [1.06, 3.57, 0.00], [1.33, 3.30, -1.34], [2.07, 4.22, -2.07], [0.14, 2.44, 0.94], [0.84, 1.12, 0.98], [-0.19, 3.01, 2.21], [-1.10, 1.93, 0.08], [-2.38, 2.47, -0.10], [-2.80, 3.76, 0.04], [-4.15, 4.07, -0.22], [-5.05, 3.12, -0.61], [-4.63, 1.77, -0.75], [-5.47, 0.70, -1.13], [-4.96, -0.57, -1.22], [-3.60, -0.78, -0.94], [-2.78, 0.19, -0.58], [-3.29, 1.46, -0.49], [3.82, 7.12, -1.67], [2.63, 6.94, -2.96], [4.05, 5.89, -2.92], [2.60, 6.55, 0.32], [1.28, 4.93, 1.64], [0.96, 2.40, -1.81], [2.28, 4.02, -3.11], [-2.11, 4.54, 0.35], [-4.48, 5.10, -0.10], [-6.08, 3.37, -0.80], [-6.52, 0.89, -1.34], [-5.57, -1.41, -1.51], [-3.17, -1.78, -1.02], [-2.37, -4.19, 4.15], [-1.79, -2.43, 3.26], [-1.40, -1.26, 3.87], [-1.08, -0.40, 2.89], [-1.23, -0.96, 1.67], [-1.68, -2.19, 1.89], [-1.34, -0.98, 4.91], [-0.72, 0.55, 2.98], [-1.86, -2.87, 1.07], [1.36, -7.05, 0.45], [0.85, -6.02, 1.13], [0.83, -6.12, 2.46], [0.29, -4.64, 0.33], [1.61, -7.92, 0.89], [1.31, -7.03, -0.56], [1.03, -6.99, 2.93], [0.32, -5.43, 2.98], [3.93, -3.54, -2.55], [2.97, -2.80, -1.69], [3.08, -2.64, -0.34], [2.07, -1.95, 0.36], [1.04, -1.42, -0.29], [0.94, -1.56, -1.62], [-0.42, -0.82, -2.34], [1.89, -2.24, -2.30], [2.12, -1.80, 1.84], [4.77, -3.89, -1.97], [4.30, -2.90, -3.35], [3.43, -4.40, -3.00], [3.90, -3.09, 0.20], [1.77, -2.34, -3.30], [2.54, -2.69, 2.29], [1.13, -1.60, 2.24], [2.77, -0.95, 2.08]],
  "lowdin_spin": [1.9267, 0.0000, 0.0000, 0.0000, 0.0001, 0.0003, 0.0005, 0.0000, 0.0042, 0.0138, -0.0025, -0.0086, -0.0008, 0.0052, -0.0021, 0.0034, -0.0012, 0.0124, -0.0006, 0.0143, -0.0068, 0.0010, 0.0000, 0.0000, 0.0000, 0.0000, 0.0000, 0.0004, 0.0000, 0.0004, -0.0002, 0.0001, 0.0005, -0.0004, 0.0017, 0.0000, 0.0030, 0.0110, 0.0020, 0.0013, 0.0132, 0.0005, 0.0001, 0.0013, 0.0000, 0.0001, 0.0000, 0.0006, 0.0000, 0.0000, 0.0000, 0.0000, 0.0002, 0.0013, 0.0001, 0.0017, 0.0033, 0.0088, -0.0123, 0.0018, 0.0003, 0.0000, 0.0001, 0.0001, 0.0000, -0.0005, 0.0001, 0.0000, 0.0001]
}